No. 1
21
Properties=species:S:1:pos:R:3:lowdin_charge:R:1 method="wB97M-V/def2-TZVPD" total_charge=0 gap_ev=10.40 de_lowest_kcal_mol=19.69 multiplicity=1 e_homo_ev=-9.7 smiles=NCCN.O.O.O
N 1.935 1.264 0.336 -0.0085
C 1.318 0.409 1.370 -0.2815
C -0.161 0.111 1.168 -0.2599
N -0.435 -0.513 -0.160 -0.0250
H 2.358 0.649 -0.356 0.0570
H 1.184 1.666 -0.219 0.0561
H 1.379 0.941 2.312 0.0956
H 1.840 -0.554 1.467 0.1100
H -0.503 -0.629 1.899 0.1047
H -0.756 1.036 1.218 0.1072
H -1.301 -0.142 -0.538 0.0782
H 0.285 -0.319 -0.837 0.0555
O 0.678 -3.051 0.516 -0.0921
H -0.015 -2.406 0.265 -0.0050
H 0.236 -3.906 0.512 0.0383
O 0.207 -3.299 -2.417 -0.0763
H 0.944 -3.241 -1.784 0.0181
H 0.512 -2.821 -3.194 0.0278
O -3.126 5.105 -0.318 -0.0629
H -3.335 5.045 0.619 0.0306
H -3.112 6.051 -0.496 0.0321

---

No. 2
69
Properties=species:S:1:pos:R:3:lowdin_charge:R:1 method="wB97M-V/def2-TZVPD" total_charge=0 gap_ev="5.37 / 5.42" de_lowest_kcal_mol=11.93 multiplicity=2 e_homo_ev="-6.6 / -6.6"
Cr 0.436 -1.280 -0.516 0.4946
Br 4.747 -6.181 -3.916 0.7348
C 3.720 -5.080 -2.769 -0.6939
C 3.390 -5.529 -1.490 -0.1044
C 2.649 -4.731 -0.651 0.0119
C 2.200 -3.462 -1.054 -0.3013
O 1.496 -2.754 -0.194 -0.1961
C 2.539 -3.017 -2.352 -0.1163
C 2.176 -1.720 -2.871 -0.0388
N 1.420 -0.877 -2.271 -0.0105
C 1.144 0.408 -2.814 -0.1725
C 1.662 0.929 -3.973 0.0023
C 1.301 2.221 -4.399 -0.0594
C 0.434 2.985 -3.668 -0.0181
C -0.110 2.484 -2.467 -0.1288
C -1.005 3.220 -1.647 0.0163
C -1.464 2.672 -0.492 -0.0226
C -1.044 1.373 -0.140 -0.0963
N -0.237 0.663 -0.884 -0.0089
C 0.253 1.196 -2.043 -0.1489
C 3.307 -3.844 -3.190 -0.0815
H 3.719 -6.505 -1.161 0.1061
H 2.384 -5.065 0.343 0.1249
H 2.603 -1.472 -3.841 0.1268
H 2.356 0.363 -4.577 0.1070
H 1.723 2.606 -5.317 0.1094
H 0.160 3.980 -3.995 0.1186
H -1.297 4.219 -1.947 0.1244
H -2.122 3.205 0.180 0.1122
H -1.401 0.918 0.774 0.0784
H 3.569 -3.494 -4.181 0.1102
C 0.943 -1.517 2.869 -0.0200
C -0.492 -1.622 2.459 -0.2894
C -1.458 -1.705 3.488 -0.0359
C -2.781 -1.723 3.187 -0.0140
C -3.177 -1.750 1.831 -0.1503
C -4.534 -1.808 1.446 -0.0242
C -4.864 -1.903 0.125 -0.0663
C -3.854 -1.960 -0.853 -0.0954
C -2.526 -1.889 -0.512 -0.5510
S -1.262 -1.988 -1.728 0.7893
C -2.165 -1.744 0.853 -0.2215
N -0.829 -1.610 1.179 0.0700
H 1.091 -2.046 3.809 0.0900
H 1.192 -0.464 3.033 0.0800
H 1.607 -1.931 2.117 0.0577
H -1.118 -1.697 4.514 0.1220
H -3.535 -1.714 3.963 0.1123
H -5.294 -1.770 2.216 0.1171
H -5.901 -1.944 -0.179 0.1074
H -4.120 -2.066 -1.897 0.1046
C -0.835 5.918 0.823 -0.4178
S -1.002 5.929 2.624 0.7989
C -1.518 4.284 2.925 -1.0320
C -0.737 3.175 2.832 -1.1891
S 0.872 2.990 2.273 0.5056
S -1.570 1.705 3.322 0.8723
C -3.136 2.349 3.670 -1.4988
S -4.419 1.430 4.160 0.5012
S -3.183 4.048 3.437 0.8918
H -0.455 6.899 0.539 0.0306
H -1.800 5.757 0.343 0.0320
H -0.117 5.152 0.534 -0.0026
C 3.725 1.409 1.575 -0.0570
C 2.724 0.590 0.915 -0.1874
N 1.929 -0.062 0.415 0.1701
H 4.050 2.201 0.904 0.0966
H 4.576 0.791 1.857 0.0926
H 3.266 1.856 2.458 0.0310

---

No. 3
25
Properties=species:S:1:pos:R:3:lowdin_charge:R:1 method="wB97M-V/def2-TZVPD" total_charge=0 gap_ev=10.16 de_lowest_kcal_mol=66.42 multiplicity=1 e_homo_ev=-9.5 smiles=CCNCC.O.O.O
C -0.293 2.604 -0.061 -0.0749
C -1.195 1.368 -0.238 -0.2916
N -0.839 0.604 -1.425 -0.0694
C -1.571 -0.693 -1.635 -0.1912
C -1.263 -1.881 -0.551 -0.0607
H 0.768 2.227 -0.135 0.0742
H -0.458 3.054 0.896 0.0721
H -0.505 3.293 -0.790 0.0363
H -1.251 0.830 0.789 0.1140
H -2.265 1.727 -0.266 0.1198
H -0.748 1.112 -2.156 0.0246
H -2.582 -0.609 -1.620 0.0552
H -1.025 -1.105 -2.564 0.1333
H -1.813 -2.735 -0.723 0.0225
H -0.176 -2.088 -0.823 0.0908
H -1.549 -1.504 0.495 0.0843
O 0.082 -0.466 2.028 -0.0809
H -0.078 -0.180 1.084 -0.0065
H 0.862 0.050 2.154 0.0266
O 1.970 0.326 -0.162 -0.0264
H 1.148 0.266 -0.768 0.0797
H 2.607 0.664 -0.655 -0.0202
O 2.354 -1.649 1.540 -0.0397
H 1.600 -2.249 1.727 0.0593
H 2.031 -1.052 0.986 -0.1312

---

no.,electronic energy (Eh)
1,-419.80857
2,-7535.80263
3,-442.97142